The following is a quantum chemistry calculation of one molecule with the formula C21H20ClN3O2S at a distorted geometry, from OMol25.

Bonds (Å) are listed after each position.
CARTESIAN COORDINATES (ANGSTROEM)
1 O -0.48 -0.42 2.10  C7 1.244
2 Cl 0.78 1.63 -5.90  C20 1.723
3 N 0.35 0.93 -3.09  C8 1.296, C10 1.370
4 N -0.05 -2.33 -1.51  C11 1.310, N24 1.358
5 O 0.27 -1.22 4.15  C7 1.391, C28 1.450
6 S -1.18 0.67 -1.02  C8 1.774, C9 1.769
7 C -0.16 -1.38 2.83  O1 1.244, O5 1.391, C22 1.476
8 C -0.07 0.04 -2.25  N3 1.296, S6 1.774, N24 1.436
9 C -1.07 2.25 -1.80  S6 1.769, C10 1.384, H29 1.080
10 C -0.23 2.16 -2.89  N3 1.370, C9 1.384, C21 1.455
11 C 0.04 -2.12 -0.22  N4 1.310, C23 1.497, H30 1.077
12 C 0.82 5.49 -5.34  C13 1.382, C16 1.389, H31 1.079
13 C 0.33 5.72 -4.07  C12 1.382, C17 1.404, H32 1.095
14 C -0.85 -5.08 2.73  C15 1.396, C18 1.400, H33 1.099
15 C -0.89 -5.39 1.37  C14 1.396, C19 1.380, H34 1.136
16 C 0.97 4.20 -5.84  C12 1.389, C20 1.392, H35 1.070
17 C -0.07 4.64 -3.27  C13 1.404, C21 1.402, H36 1.093
18 C -0.60 -3.78 3.19  C14 1.400, C22 1.415, H37 1.095
19 C -0.59 -4.39 0.47  C15 1.380, C23 1.404, H38 1.071
20 C 0.63 3.12 -5.04  Cl2 1.723, C16 1.392, C21 1.451
21 C 0.11 3.31 -3.70  C10 1.455, C17 1.402, C20 1.451
22 C -0.37 -2.73 2.28  C7 1.476, C18 1.415, C23 1.446
23 C -0.32 -3.07 0.87  C11 1.497, C19 1.404, C22 1.446
24 N 0.37 -1.32 -2.32  N4 1.358, C8 1.436, C25 1.473
25 C 1.24 -1.67 -3.46  N24 1.473, H39 1.085, H40 1.123, H41 1.103
26 C 0.96 -0.08 6.09  C28 1.537, H42 1.087, H43 1.095, H44 1.091
27 C -1.32 0.47 5.11  C28 1.554, H45 1.094, H46 1.100, H47 1.074
28 C 0.15 0.07 4.80  O5 1.450, C26 1.537, C27 1.554, H48 1.106
29 H -1.59 3.14 -1.46  C9 1.080
30 H 0.44 -1.16 0.07  C11 1.077
31 H 0.99 6.37 -5.95  C12 1.079
32 H 0.17 6.74 -3.73  C13 1.095
33 H -1.09 -5.89 3.43  C14 1.099
34 H -1.10 -6.47 1.08  C15 1.136
35 H 1.41 4.00 -6.80  C16 1.070
36 H -0.46 4.84 -2.27  C17 1.093
37 H -0.56 -3.59 4.27  C18 1.095
38 H -0.62 -4.59 -0.58  C19 1.071
39 H 0.86 -1.32 -4.41  C25 1.085
40 H 1.39 -2.78 -3.57  C25 1.123
41 H 2.24 -1.24 -3.26  C25 1.103
42 H 0.68 -0.96 6.68  C26 1.087
43 H 2.03 -0.13 5.86  C26 1.095
44 H 0.91 0.80 6.73  C26 1.091
45 H -1.94 0.41 4.20  C27 1.094
46 H -1.39 1.49 5.51  C27 1.100
47 H -1.76 -0.20 5.81  C27 1.074
48 H 0.61 0.83 4.14  C28 1.106

The value obtained for the LUMO energy is -0.0098 Eh. Its SMILES is CC(C)OC(=O)c1ccccc1/C=N/N(C)c1nc(-c2ccccc2Cl)cs1. The HOMO energy comes out at -7.38 eV. The relative energy (zero: lowest compared OMol25 entry of this formula, charge and spin) is 1.864 eV. The maximum force comes out at 0.0686 Eh/bohr. The calculation puts the HOMO-LUMO gap at 7.109 eV.